(1)
Molecular formula: H10O5
Method: DFT, ωB97M-V/def2-TZVPD

Structure (ORCA input):
```
! wB97M-V def2-TZVPD RIJCOSX def2/J DEFGRID3
* xyz 0 1
O 0.40374 0.09662 -0.05485
H -0.15137 0.90509 -0.09949
H 0.37998 -0.26067 0.86629
O 2.44513 -0.00444 -2.09034
H 2.40420 0.28312 -3.06114
H 1.74237 0.52439 -1.78894
O -1.30479 -1.61565 -1.69196
H -0.56281 -2.16500 -1.79214
H -0.93401 -1.19677 -1.04213
O -0.92247 2.28395 0.72761
H -1.88510 2.17729 1.03082
H -0.32669 2.60899 1.36871
O -0.12594 -1.25448 2.35496
H -0.16502 -1.21990 3.34415
H -0.99722 -1.16254 1.92845
*
```

Computed properties:
* ΔE to the lowest compared entry with this formula, charge and spin: 45.2 kcal/mol
* E_LUMO: 0.00356 hartree
* SMILES: O.O.O.O.O

=====

(2)
Molecular formula: H10O5
Method: DFT, ωB97M-V/def2-TZVPD

Structure (ORCA input):
```
! wB97M-V def2-TZVPD RIJCOSX def2/J DEFGRID3
* xyz 0 1
O -0.93502 -0.95727 -1.18977
H -0.37807 -1.50203 -0.63364
H -1.16935 -1.52479 -1.92410
O -0.45323 2.23959 0.91860
H -0.14799 2.75037 1.66838
H -0.08153 1.36806 1.05462
O -0.72115 1.02594 -1.11453
H -0.48672 0.97171 -0.18807
H -0.59198 0.13774 -1.44716
O 1.02557 -1.48663 -0.13233
H 1.40981 -0.61251 -0.19941
H 1.77058 -2.06416 0.03395
O -0.06452 0.11133 1.06969
H -0.01685 -0.81069 0.81703
H 0.84040 0.35328 1.26670
*
```

Computed properties:
* ΔE to the lowest compared entry with this formula, charge and spin: 163.7 kcal/mol
* E_LUMO: -0.01456 hartree

=====

(3)
Molecular formula: H10O5
Method: DFT, ωB97M-V/def2-TZVPD

Structure (ORCA input):
```
! wB97M-V def2-TZVPD RIJCOSX def2/J DEFGRID3
* xyz 0 1
O -1.20232 -0.17983 -2.65190
H -2.05900 0.21663 -2.49331
H -0.61887 0.56317 -2.80604
O -1.07562 -2.19921 3.20988
H -0.47663 -1.80663 2.57480
H -1.25206 -1.49889 3.83809
O 1.50283 -1.29682 2.38346
H 1.62445 -0.54181 2.95914
H 0.89993 -0.98823 1.70706
O 0.01493 -0.31812 0.08318
H 0.52321 0.41770 -0.25808
H -0.72058 -0.40356 -0.52342
O 0.69139 2.39173 -2.74628
H 1.33691 2.43825 -2.04103
H 0.81144 3.20561 -3.23558
*
```

Computed properties:
* ΔE to the lowest compared entry with this formula, charge and spin: 24.6 kcal/mol
* E_LUMO: 0.00178 hartree
* SMILES: O.O.O.O.O

=====

Taking the records one at a time from the top gives HOMO-LUMO gap values of 10.877 7.757 10.667 eV.